Formula: C27H22N5O4RuS4
Source: the Open Molecules 2025 dataset
Level of theory: ωB97M-V with the def2-TZVPD basis set

Output
Kohn-Sham gap (spin up / spin down): 6.32 / 6.24 eV
2S+1: 2
HOMO energy (spin up / spin down): -0.2431 / -0.2670 Ha

Geometry as XYZ:
```
63
Properties=species:S:1:pos:R:3:forces:R:3:mulliken_charge:R:1
Ru 0.921 -0.753 0.617 0.41 -0.63 -0.56 0.95
O 4.648 -4.810 4.634 0.02 0.00 -0.02 -0.56
C 3.979 -4.106 3.933 -0.05 0.00 0.05 0.59
S 3.652 -2.396 4.282 0.01 -0.02 -0.02 -0.13
C 2.656 -2.078 2.875 0.02 0.01 -0.01 0.25
C 2.444 -3.143 2.013 0.03 0.00 0.03 0.17
S 1.502 -3.020 0.615 0.09 0.01 0.05 -0.42
S 3.196 -4.664 2.440 0.00 0.01 -0.02 -0.14
S 1.990 -0.538 2.660 0.05 -0.07 0.12 -0.53
C -2.620 -3.356 1.832 -0.01 0.01 -0.09 -1.44
C -2.109 -1.933 1.897 -0.11 -0.24 0.17 0.52
O -0.909 -1.716 1.791 0.08 0.68 -0.30 -0.36
N -3.056 -0.994 2.096 0.00 0.00 -0.11 -0.06
C -2.774 0.398 2.396 0.03 -0.06 0.10 -0.40
C -3.197 1.367 1.319 -0.02 -0.03 0.02 0.54
C -4.183 2.317 1.563 0.04 0.03 0.03 -0.82
C -4.502 3.227 0.567 0.01 0.01 0.00 -0.42
C -3.825 3.157 -0.638 -0.02 -0.02 0.00 -0.67
C -2.866 2.165 -0.795 -0.15 -0.12 -0.02 -0.43
N -2.558 1.286 0.153 -0.02 -0.12 -0.10 0.17
H -1.783 -4.028 1.991 0.01 0.00 0.01 0.32
H -3.032 -3.548 0.839 -0.01 -0.01 0.00 0.29
H -3.400 -3.548 2.569 0.00 0.01 -0.01 0.44
H -4.002 -1.321 2.189 -0.01 0.01 0.00 0.24
H -1.699 0.472 2.560 -0.03 0.07 -0.02 -0.15
H -3.272 0.664 3.330 0.02 -0.03 0.02 0.43
H -4.679 2.349 2.524 0.00 0.00 0.00 0.41
H -5.262 3.980 0.733 0.00 0.00 0.00 0.41
H -4.026 3.852 -1.442 -0.01 0.00 0.00 0.44
H -2.307 2.083 -1.721 0.01 -0.05 -0.02 0.50
C -1.403 -1.801 -3.057 0.03 0.00 0.00 -0.99
C -1.035 -1.631 -1.718 0.01 0.00 0.00 -0.46
N 0.153 -1.185 -1.365 -0.03 0.55 0.47 0.65
C 1.056 -0.899 -2.326 0.02 -0.06 0.00 0.23
C 0.776 -1.024 -3.689 0.01 -0.03 0.03 0.93
C -0.501 -1.487 -4.042 -0.02 0.00 -0.02 -0.80
C 1.788 -0.668 -4.644 -0.01 -0.01 0.03 -0.93
C 2.994 -0.227 -4.234 0.01 0.01 -0.03 -0.98
C 3.309 -0.102 -2.837 0.01 0.02 -0.01 0.85
C 4.539 0.380 -2.368 0.02 0.00 0.04 -0.75
C 4.739 0.484 -1.016 0.02 -0.03 -0.03 -1.16
C 3.719 0.109 -0.137 0.03 -0.07 0.03 -0.25
N 2.548 -0.341 -0.555 -0.22 0.25 0.15 0.60
C 2.343 -0.441 -1.891 -0.10 -0.07 -0.06 0.20
H -2.392 -2.167 -3.296 0.00 0.00 0.00 0.47
H -1.718 -1.860 -0.912 -0.03 0.08 0.02 0.20
H -0.760 -1.593 -5.089 0.00 0.00 0.00 0.43
H 1.559 -0.757 -5.698 0.00 0.00 0.00 0.41
H 3.754 0.050 -4.955 0.00 -0.01 0.00 0.41
H 5.310 0.667 -3.072 0.00 0.00 0.00 0.43
H 5.670 0.849 -0.608 0.00 0.00 -0.01 0.43
H 3.853 0.169 0.934 -0.04 0.04 0.01 0.44
O 0.742 1.879 -1.656 -0.03 -0.05 0.01 -0.64
C 0.483 2.196 -0.504 0.02 -0.10 -0.08 -0.19
C -0.051 3.571 -0.127 0.08 0.06 -0.02 -0.50
C -0.165 3.511 1.385 -0.02 -0.01 -0.03 -0.64
C 0.143 2.055 1.706 0.25 0.12 -0.18 0.09
O 0.002 1.567 2.813 0.00 0.05 0.05 -0.63
N 0.599 1.389 0.593 -0.60 -0.25 0.26 0.92
H -1.014 3.698 -0.624 0.17 0.08 0.06 0.09
H 0.619 4.340 -0.510 0.03 0.00 0.02 0.41
H -1.150 3.761 1.780 -0.02 0.00 -0.02 0.24
H 0.563 4.140 1.899 0.00 -0.01 0.02 0.35
```
Positions in Å, forces in eV/Å.



Formula: C5H8NOS
Source: the Open Molecules 2025 dataset
Level of theory: ωB97M-V with the def2-TZVPD basis set

Output
Kohn-Sham gap: 10.50 eV
Total charge: +1
2S+1: 1
HOMO energy: -0.5203 Ha

Geometry as XYZ:
```
16
Properties=species:S:1:pos:R:3:forces:R:3:mulliken_charge:R:1
C -2.755 0.497 0.028 -2.17 0.12 -0.39 0.71
C 1.109 -1.087 -0.647 2.80 -0.18 -0.03 -0.36
C 1.494 0.398 -0.440 1.56 -0.21 -1.83 -0.66
C -0.325 -0.060 0.849 1.35 -1.63 0.70 -0.74
C 0.259 -1.222 0.537 -0.23 -0.83 1.99 -0.46
N 0.269 1.026 0.049 0.08 0.65 2.49 -0.04
O -2.311 1.499 -0.295 2.16 2.19 -0.62 -0.44
S -3.749 -0.603 0.322 -0.89 -2.26 0.75 -0.23
H 0.349 -1.237 -1.412 0.81 -0.11 -1.08 0.27
H 2.121 -1.781 -0.736 -3.04 1.69 0.17 0.34
H 2.301 0.518 0.279 -0.29 -0.22 0.32 0.32
H 1.846 0.891 -1.333 -0.11 0.24 -0.40 0.35
H -0.884 0.256 1.689 -0.65 -0.10 0.56 0.74
H 0.284 -2.200 1.060 -0.96 0.94 -0.17 0.44
H 0.375 1.849 0.726 0.08 -1.08 -1.65 0.35
H -0.383 1.256 -0.674 -0.49 0.79 -0.81 0.41
```
Positions in Å, forces in eV/Å.



Formula: C29H40FN2O12
Source: the Open Molecules 2025 dataset
Level of theory: ωB97M-V with the def2-TZVPD basis set

Output
Kohn-Sham gap: 8.60 eV
Total charge: +1
2S+1: 1
HOMO energy: -0.4247 Ha

Geometry as XYZ:
```
84
Properties=species:S:1:pos:R:3:forces:R:3:mulliken_charge:R:1
C -0.722 1.537 -4.212 0.07 0.37 -0.23 0.02
C -0.836 0.707 -3.355 0.75 0.12 0.88 -0.47
N -0.730 0.064 -2.120 -0.12 -0.37 -0.39 0.43
C -0.233 -1.231 -1.834 -0.48 0.87 1.59 -0.41
C -0.327 -1.310 -0.465 0.67 -1.54 -0.09 -0.65
N -0.862 -0.131 0.057 0.98 -1.40 -3.40 0.27
F -1.080 0.062 1.350 -0.16 0.34 -0.13 -0.09
C -1.084 0.695 -0.984 -1.54 2.31 0.74 -0.14
C -1.629 2.133 -0.895 1.78 -0.25 0.69 0.04
C -0.654 2.893 0.091 -0.23 -0.29 0.37 -0.85
C 0.816 2.952 -0.445 -0.09 0.53 0.95 0.22
C 1.884 2.798 0.685 0.62 0.40 -0.33 0.30
O 2.970 2.359 0.448 -0.41 -0.32 -0.18 -0.52
O 1.615 3.196 1.992 -0.34 0.24 -1.06 -0.41
H -0.574 2.351 -4.924 -0.33 -0.87 0.38 0.43
H 0.155 -1.948 -2.570 -0.31 0.49 0.44 0.64
H -0.015 -2.163 0.152 -0.34 0.63 -0.21 0.54
H -1.530 2.671 -1.856 -0.33 -0.89 0.44 -0.19
H -2.678 2.164 -0.551 0.59 -0.15 -0.20 0.47
H -1.062 3.907 0.290 0.27 -0.66 -0.29 0.63
H -0.632 2.381 1.081 -0.15 0.41 -0.67 0.27
H 1.070 2.184 -1.203 -0.20 0.38 0.44 -0.39
H 1.015 3.946 -0.910 -0.12 -0.67 0.19 0.50
H 1.512 4.162 2.047 -0.23 -0.29 -0.02 0.30
O -2.314 2.221 5.565 0.16 0.30 0.04 -0.61
C -1.155 1.978 5.392 -0.43 -0.19 -0.22 0.50
O -0.182 2.924 5.377 -0.20 -0.05 0.07 -0.39
C 1.077 2.318 5.036 0.37 -0.05 -0.09 0.19
C 0.919 0.849 5.381 0.15 -0.27 -0.01 -0.62
C -0.560 0.614 5.117 0.50 0.02 0.39 0.48
H 1.262 2.479 3.972 -0.05 -0.07 0.23 -0.27
H 1.876 2.789 5.608 -0.18 0.17 0.01 0.34
H 1.578 0.198 4.808 0.02 0.07 0.03 0.38
H 1.131 0.691 6.441 0.00 -0.05 -0.07 0.28
H -0.751 0.347 4.075 -0.12 -0.02 0.04 -0.12
H -0.973 -0.136 5.788 -0.21 0.04 -0.24 -0.07
O -3.157 3.994 -2.049 0.18 0.24 -0.47 -0.58
C -3.358 4.346 -3.180 -0.43 0.36 0.38 0.48
O -2.392 4.394 -4.131 -0.03 -0.19 0.30 -0.34
C -2.933 4.961 -5.341 -0.06 0.18 -0.44 -0.45
C -4.430 4.749 -5.243 -0.29 0.01 -0.13 -0.52
C -4.671 4.835 -3.743 0.01 -0.25 -0.52 -0.43
H -2.663 6.018 -5.380 0.02 -0.04 0.06 0.29
H -2.502 4.457 -6.205 0.17 -0.03 0.17 0.32
H -5.005 5.468 -5.824 0.10 0.00 0.00 0.33
H -4.688 3.748 -5.599 0.02 0.05 -0.02 0.28
H -4.836 5.863 -3.415 -0.03 -0.07 0.13 0.28
H -5.493 4.197 -3.427 0.04 0.17 0.29 0.32
O -0.675 -4.864 -1.615 0.20 0.51 0.16 -0.59
C 0.478 -5.129 -1.812 -0.45 -0.40 -0.28 0.49
O 1.462 -4.196 -1.821 -0.28 0.13 0.18 -0.25
C 2.710 -4.810 -2.193 0.57 -0.14 -0.24 -0.38
C 2.536 -6.283 -1.878 0.07 -0.27 0.06 -0.50
C 1.047 -6.492 -2.126 0.51 0.00 0.30 -0.48
H 2.881 -4.627 -3.255 -0.06 0.07 0.05 0.23
H 3.523 -4.363 -1.623 -0.19 0.20 0.00 0.33
H 3.177 -6.929 -2.476 0.00 0.10 -0.02 0.33
H 2.762 -6.467 -0.825 0.01 0.00 -0.05 0.28
H 0.837 -6.732 -3.170 -0.13 -0.02 0.05 0.27
H 0.630 -7.250 -1.468 -0.27 0.04 -0.20 0.31
O 1.227 -2.702 6.484 -0.24 0.36 -0.14 -0.57
C 0.111 -3.093 6.667 0.55 -0.20 0.24 0.47
O -0.956 -2.265 6.827 0.14 -0.14 -0.10 -0.32
C -2.126 -3.043 7.134 -0.38 -0.05 0.08 -0.41
C -1.828 -4.436 6.613 -0.10 -0.32 -0.03 -0.53
C -0.322 -4.535 6.798 -0.52 -0.02 -0.27 -0.38
H -2.279 -3.028 8.216 0.04 0.02 -0.03 0.28
H -2.995 -2.602 6.649 0.15 0.20 0.04 0.32
H -2.388 -5.216 7.127 -0.02 0.09 0.02 0.33
H -2.071 -4.494 5.549 -0.03 0.01 0.05 0.26
H -0.055 -4.895 7.794 0.12 0.00 -0.06 0.26
H 0.140 -5.153 6.032 0.27 0.04 0.20 0.29
O 2.852 -2.304 -4.412 -0.16 0.16 -0.26 -0.54
C 3.098 -1.132 -4.359 0.23 -0.38 0.21 0.52
O 3.295 -0.356 -5.451 -0.15 -0.16 0.17 -0.39
C 3.679 0.968 -5.043 0.08 0.32 -0.05 -0.59
C 3.173 1.109 -3.620 0.04 0.24 0.32 0.05
C 3.283 -0.314 -3.098 -0.25 0.49 -0.16 -0.23
H 4.766 1.050 -5.108 -0.03 -0.03 0.00 0.27
H 3.231 1.700 -5.714 0.03 -0.20 -0.15 0.36
H 3.731 1.839 -3.034 0.02 -0.02 -0.07 0.42
H 2.123 1.417 -3.628 0.04 0.01 -0.04 -0.25
H 4.270 -0.521 -2.683 -0.08 -0.10 0.06 0.40
H 2.507 -0.540 -2.369 0.21 -0.28 0.08 -0.04
```
Positions in Å, forces in eV/Å.



Formula: C25H27N3W
Source: the Open Molecules 2025 dataset
Level of theory: ωB97M-V with the def2-TZVPD basis set

Output
Kohn-Sham gap (spin up / spin down): 5.63 / 5.84 eV
Total charge: +2
2S+1: 3
HOMO energy (spin up / spin down): -0.4839 / -0.5071 Ha

Geometry as XYZ:
```
56
Properties=species:S:1:pos:R:3:forces:R:3:mulliken_charge:R:1
C 1.898 1.828 -1.720 1.79 1.08 -0.89 0.23
C 3.229 1.515 -2.448 0.59 0.79 -0.15 -1.31
H 1.006 1.505 -2.361 0.85 1.15 0.04 0.05
H 1.755 2.892 -1.507 -0.11 -0.17 -0.24 0.71
H 1.977 1.408 -0.652 -0.03 0.88 -0.58 -0.01
H 3.070 1.201 -3.486 0.02 0.08 0.31 0.41
H 3.877 2.402 -2.478 -0.36 -0.15 0.01 0.32
H 3.813 0.746 -1.935 -0.24 0.22 -0.17 0.34
C -1.631 1.784 -1.742 -0.35 -1.27 0.13 -0.09
C -2.995 2.023 -1.683 0.10 0.53 -0.09 -0.68
C -3.922 0.982 -1.788 0.46 -0.12 -0.17 -0.46
C -3.433 -0.311 -1.914 0.31 -0.41 -0.07 -0.93
H -0.891 2.586 -1.710 -0.30 -0.24 0.05 0.31
H -3.340 3.049 -1.548 0.14 -0.26 -0.15 0.45
H -5.000 1.176 -1.769 0.48 -0.06 0.03 0.48
H -4.106 -1.168 -1.965 0.11 0.41 -0.01 0.33
N -1.149 0.488 -1.768 -2.01 0.21 -0.38 -0.07
C -2.056 -0.568 -1.859 -0.22 2.06 0.36 0.78
C -1.508 -1.870 -1.561 0.97 -1.49 1.17 0.81
N -0.245 -1.839 -1.025 -0.82 -0.50 0.34 0.38
C 0.296 -2.965 -0.460 -0.61 0.68 -1.13 -0.14
C -1.630 -4.232 -1.122 -0.02 0.10 0.01 -0.55
C -0.345 -4.185 -0.575 0.06 0.02 0.19 -0.86
H 1.277 -2.850 -0.004 -0.21 -0.05 -0.09 0.56
H 0.161 -5.085 -0.226 -0.27 0.25 0.02 0.44
C -2.237 -3.066 -1.563 0.10 0.73 -0.24 -0.82
H -3.272 -3.020 -1.904 0.39 -0.42 0.00 0.42
H -2.171 -5.169 -1.177 0.07 0.02 0.01 0.47
W 0.742 0.052 -1.123 -0.85 -3.19 3.86 0.34
C 2.147 -1.171 -2.060 -0.15 -0.41 -0.59 -1.22
H 1.852 -2.220 -2.172 0.31 0.32 -0.09 0.49
H 3.194 -1.115 -1.732 -0.32 0.07 0.01 0.33
H 2.073 -0.688 -3.056 0.26 -0.33 -0.07 0.43
C 3.446 -0.350 3.869 -0.18 0.04 0.04 -0.54
C 3.888 -0.041 2.578 -0.15 -0.18 -0.03 -0.85
C 2.965 0.165 1.549 -0.35 -0.01 0.45 -0.39
C 1.589 0.110 1.838 0.63 -0.13 0.58 0.92
C 1.147 -0.222 3.135 0.24 0.05 -0.06 -0.30
C 2.076 -0.443 4.151 0.14 0.01 -0.45 -0.76
N 0.626 0.420 0.850 -0.64 -0.32 -0.74 0.43
C -0.623 0.931 1.382 -0.68 -0.10 -0.35 -1.14
C -1.760 0.114 1.480 0.14 0.25 -0.26 0.52
C -2.993 0.687 1.801 0.14 0.09 0.06 -0.90
C -3.071 2.051 2.094 0.00 0.03 -0.10 -0.59
C -1.920 2.847 2.078 0.03 -0.16 0.09 -0.89
C -0.690 2.286 1.734 -0.03 -0.26 -0.39 0.09
H 4.167 -0.521 4.669 -0.14 0.08 -0.26 0.41
H 4.955 0.037 2.366 -0.32 -0.05 0.10 0.42
H 3.314 0.403 0.541 0.02 -0.02 0.23 0.50
H 0.074 -0.286 3.344 0.52 0.06 -0.03 0.39
H 1.717 -0.687 5.153 0.23 0.08 -0.32 0.42
H -1.667 -0.961 1.308 -0.05 0.30 -0.07 0.49
H -3.892 0.066 1.817 0.31 0.20 0.12 0.48
H -4.038 2.498 2.335 0.33 -0.14 -0.03 0.45
H -1.977 3.908 2.327 -0.01 -0.35 -0.04 0.44
H 0.233 2.871 1.697 -0.34 -0.03 0.06 0.47
```
Positions in Å, forces in eV/Å.



Formula: C5H8S
Source: the Open Molecules 2025 dataset
Level of theory: ωB97M-V with the def2-TZVPD basis set

Output
SMILES: C/C=C(\C)C=S
Kohn-Sham gap: 8.14 eV
2S+1: 1
HOMO energy: -0.3141 Ha

Geometry as XYZ:
```
14
Properties=species:S:1:pos:R:3:forces:R:3:mulliken_charge:R:1
C 0.405 1.427 -1.251 1.41 -1.72 -0.78 -1.07
C -0.610 0.532 -0.628 -0.60 2.05 -0.73 -0.29
C -0.376 -0.361 0.288 1.74 -1.94 1.12 0.91
C 1.026 -0.843 0.549 0.52 0.01 1.02 -1.37
C -1.431 -0.888 1.121 -0.13 -0.67 -0.90 -0.47
H 0.147 2.462 -1.159 -0.43 0.55 -0.31 0.34
H 0.499 1.078 -2.310 0.06 0.88 0.46 0.26
H 1.425 1.314 -0.794 -1.08 0.07 -0.39 0.26
H -1.640 0.698 -0.889 -0.42 0.46 0.00 0.35
H 1.308 -0.418 1.520 0.21 -0.35 0.10 0.35
H 1.782 -0.485 -0.143 -0.27 -0.01 -0.28 0.33
H 1.143 -1.940 0.625 -0.43 0.58 -0.01 0.37
H -2.400 -0.472 0.915 -0.52 0.33 0.07 0.29
S -1.279 -2.104 2.156 -0.06 -0.23 0.63 -0.25
```
Positions in Å, forces in eV/Å.



Formula: C3H3FO2
Source: the Open Molecules 2025 dataset
Level of theory: ωB97M-V with the def2-TZVPD basis set

Output
Kohn-Sham gap (spin up / spin down): 9.28 / 9.29 eV
2S+1: 1
HOMO energy (spin up / spin down): -0.3316 / -0.3317 Ha

Geometry as XYZ:
```
9
Properties=species:S:1:pos:R:3:forces:R:3:mulliken_charge:R:1
C 1.402 -0.701 -0.878 -5.63 -0.35 1.45 0.30
C -0.803 0.934 0.696 0.61 1.14 -0.92 -0.10
C -0.671 -0.451 0.211 5.16 3.41 0.17 -0.21
O 2.379 -0.193 -0.569 2.47 0.79 0.22 -0.31
O -0.585 -0.207 1.534 -0.73 -0.94 0.19 -0.31
F 1.147 -1.394 -2.010 0.47 -0.02 -0.11 -0.20
H 0.073 1.643 0.702 -0.88 -1.02 -0.33 0.21
H -1.774 1.477 0.685 0.52 -0.88 0.43 0.23
H -1.167 -1.109 -0.371 -1.97 -2.13 -1.10 0.39
```
Positions in Å, forces in eV/Å.



Number 1: E -3304.65327 Ha. Number 2: E -723.20162 Ha. Number 3: E -2240.95867 Ha. Number 4: E -1199.55782 Ha. Number 5: E -593.45148 Ha. Number 6: E -366.30306 Ha.